Entry a
This record from OMol25 describes the molecule C19H21N3O5. The level of theory is the ωB97M-V functional and the def2-TZVPD basis.

Atoms and positions in Å:
1 C 6.00 0.60 -0.97
2 C 4.72 -0.03 -1.50
3 C 4.67 -1.55 -1.32
4 C 4.79 -1.99 0.14
5 C 3.80 -1.27 1.04
6 O 4.14 -0.49 1.91
7 N 2.50 -1.59 0.76
8 C 1.33 -1.13 1.35
9 C 1.33 -0.26 2.44
10 C 0.12 0.15 2.99
11 C -1.09 -0.26 2.44
12 C -1.08 -1.14 1.36
13 C 0.12 -1.57 0.83
14 H 0.11 -2.26 0.00
15 H -2.01 -1.51 0.95
16 C -2.36 0.16 3.09
17 O -2.50 0.18 4.29
18 N -3.42 0.45 2.26
19 C -3.43 0.81 0.93
20 C -2.32 1.44 0.35
21 C -2.30 1.80 -0.97
22 C -3.40 1.56 -1.80
23 C -4.52 0.98 -1.25
24 C -4.55 0.61 0.10
25 N -5.76 0.03 0.57
26 O -5.94 -0.09 1.78
27 O -6.58 -0.32 -0.25
28 H -5.42 0.79 -1.82
29 O -3.28 1.94 -3.09
30 C -4.37 1.74 -3.96
31 H -4.63 0.68 -4.05
32 H -4.05 2.11 -4.93
33 H -5.25 2.30 -3.63
34 H -1.44 2.29 -1.40
35 H -1.46 1.67 0.97
36 H -4.34 0.39 2.70
37 H 0.11 0.81 3.84
38 H 2.26 0.08 2.86
39 H 2.36 -2.25 0.01
40 H 5.79 -1.77 0.52
41 H 4.63 -3.06 0.22
42 H 3.74 -1.92 -1.75
43 H 5.49 -2.00 -1.88
44 H 4.62 0.19 -2.57
45 H 3.87 0.42 -0.99
46 H 6.87 0.10 -1.40
47 H 6.05 1.65 -1.25
48 H 6.05 0.53 0.11

The calculation puts the HOMO energy at -8.50 eV. The LUMO energy is -0.737 eV.

Entry b
This record from OMol25 describes the molecule C19H21N3O5. The level of theory is the ωB97M-V functional and the def2-TZVPD basis.

Atoms and positions in Å:
1 C 10.08 1.25 -0.09
2 C 8.98 0.20 0.00
3 C 7.59 0.82 -0.07
4 C 6.49 -0.22 0.03
5 C 5.11 0.41 -0.05
6 O 4.92 1.60 -0.19
7 N 4.11 -0.52 0.04
8 C 2.73 -0.33 0.02
9 C 2.12 0.91 -0.12
10 C 0.74 1.03 -0.14
11 C -0.05 -0.11 -0.01
12 C 0.55 -1.36 0.12
13 C 1.93 -1.48 0.14
14 O 2.61 -2.66 0.27
15 C 1.87 -3.85 0.41
16 H 2.61 -4.65 0.50
17 H 1.25 -4.04 -0.47
18 H 1.24 -3.83 1.31
19 H -0.08 -2.23 0.22
20 N -1.45 -0.07 -0.03
21 C -2.27 1.01 -0.05
22 O -1.91 2.17 -0.05
23 C -3.73 0.65 -0.05
24 C -4.24 -0.45 -0.74
25 C -5.59 -0.71 -0.73
26 C -6.44 0.13 -0.03
27 C -5.96 1.25 0.65
28 C -4.60 1.51 0.62
29 H -4.19 2.37 1.12
30 H -6.65 1.89 1.17
31 N -7.86 -0.15 -0.01
32 O -8.57 0.60 0.62
33 O -8.24 -1.13 -0.61
34 H -6.01 -1.55 -1.26
35 H -3.58 -1.09 -1.32
36 H -1.89 -0.98 0.05
37 H 0.28 1.99 -0.24
38 H 2.74 1.79 -0.21
39 H 4.38 -1.48 0.15
40 H 6.58 -0.95 -0.79
41 H 6.57 -0.77 0.97
42 H 7.48 1.37 -1.01
43 H 7.47 1.54 0.74
44 H 9.10 -0.52 -0.81
45 H 9.09 -0.35 0.94
46 H 10.00 1.79 -1.03
47 H 9.99 1.97 0.72
48 H 11.06 0.79 -0.04

The calculation puts the HOMO energy at -7.97 eV. The LUMO energy is -0.892 eV.

Least stable structure: entry a

Entry a
This record from OMol25 describes a structure of composition BaH18O9. The level of theory is the ωB97M-V functional and the def2-TZVPD basis.

Atoms and positions in Å:
1 Ba 18.06 -12.50 2.38
2 O 18.99 -14.62 3.73
3 H 19.47 -15.44 3.51
4 H 18.56 -14.80 4.58
5 O 20.25 -13.87 1.03
6 H 21.03 -13.84 1.60
7 H 20.57 -14.27 0.21
8 O 17.65 -12.27 5.22
9 H 18.03 -12.57 6.05
10 H 16.69 -12.21 5.38
11 O 19.06 -10.96 0.21
12 H 18.79 -10.12 -0.19
13 H 19.34 -11.52 -0.53
14 O 17.90 -9.96 3.41
15 H 18.60 -9.88 4.07
16 H 17.66 -9.05 3.18
17 O 15.48 -11.25 2.05
18 H 15.26 -10.51 1.47
19 H 14.65 -11.46 2.50
20 O 20.47 -11.42 3.13
21 H 20.70 -10.72 3.77
22 H 21.18 -12.06 3.21
23 O 15.87 -14.18 2.91
24 H 14.97 -13.85 2.74
25 H 15.74 -15.00 3.41
26 O 17.01 -13.31 -0.01
27 H 16.57 -12.73 -0.64
28 H 16.47 -14.12 0.01

The calculation puts the HOMO energy at -18.32 eV. The LUMO energy is -5.956 eV. As for the net charge: +2.

Entry b
This record from OMol25 describes a structure of composition BaH18O9. The level of theory is the ωB97M-V functional and the def2-TZVPD basis.

Atoms and positions in Å:
1 Ba 0.01 -0.05 -0.07
2 O -0.13 0.96 -1.69
3 H 0.41 0.54 -2.36
4 H -0.36 1.81 -2.06
5 O 0.17 1.78 0.68
6 H 0.34 2.14 1.55
7 H 0.77 2.26 0.10
8 O 0.55 -1.83 0.74
9 H 0.18 -2.63 1.11
10 H 1.46 -1.83 1.02
11 O 1.79 0.54 -0.92
12 H 1.98 1.30 -1.47
13 H 2.44 -0.11 -1.18
14 O -0.78 0.19 1.60
15 H -1.10 -0.53 2.15
16 H -1.30 0.95 1.87
17 O -1.80 0.87 -0.39
18 H -2.60 0.47 -0.75
19 H -2.11 1.67 0.03
20 O -1.55 -1.28 0.23
21 H -2.39 -1.35 -0.22
22 H -1.72 -1.63 1.10
23 O 1.72 0.04 1.18
24 H 1.98 -0.81 1.52
25 H 1.56 0.57 1.97
26 O 0.27 -1.04 -1.69
27 H 0.82 -1.62 -2.22
28 H -0.62 -1.38 -1.82

The calculation puts the HOMO energy at -13.58 eV. The LUMO energy is -6.937 eV. As for the net charge: +2.

Least stable structure: entry b

Entry a
This record from OMol25 describes the ion C5H13NP with charge +1. The level of theory is the ωB97M-V functional and the def2-TZVPD basis.

Atoms and positions in Å:
1 C -2.05 -0.94 1.26
2 C -1.03 -1.29 -1.55
3 C 1.16 1.03 0.01
4 C 0.27 2.06 -0.49
5 C 0.66 0.07 0.95
6 N 2.34 0.90 -0.66
7 P -0.69 -1.15 0.09
8 H -2.73 -1.80 1.23
9 H -2.81 -0.13 1.12
10 H -2.18 -0.96 -1.70
11 H -0.19 -0.93 -2.11
12 H -0.77 1.68 -0.36
13 H 0.63 2.06 -1.56
14 H 0.50 3.06 -0.09
15 H 1.31 -0.68 1.35
16 H -1.66 -0.79 2.31
17 H -0.23 0.42 1.60
18 H 3.09 0.41 -0.17
19 H 2.53 1.53 -1.47
20 H 0.11 -2.25 0.73

The calculation puts the HOMO energy at -11.87 eV. The LUMO energy is -4.572 eV. As for the net charge: +1.

Entry b
This record from OMol25 describes the ion C5H13NP with charge +1. The level of theory is the ωB97M-V functional and the def2-TZVPD basis.

Atoms and positions in Å:
1 C 1.65 -0.43 -0.46
2 C 1.08 2.55 -0.92
3 C -2.25 -2.46 0.50
4 C 1.08 1.77 0.38
5 C -0.93 -1.73 0.16
6 N 0.65 0.43 0.28
7 P -1.02 0.08 0.30
8 H 1.71 -1.48 -0.33
9 H 2.30 0.12 -1.06
10 H 2.01 2.66 -1.44
11 H 0.39 2.25 -1.70
12 H 0.83 3.56 -0.83
13 H -3.09 -2.28 -0.19
14 H -2.06 -3.50 0.51
15 H -2.66 -2.08 1.54
16 H 0.36 2.40 0.97
17 H 2.15 1.92 0.68
18 H -0.73 -1.84 -1.00
19 H -0.17 -2.13 0.79
20 H -1.30 0.17 1.81

The calculation puts the HOMO energy (spin up / spin down) at -13.92 / -13.92 eV. The LUMO energy (spin up / spin down) is -6.021 / -6.487 eV. As for the net charge: +1.

Entry c
This record from OMol25 describes the ion C5H13NP with charge +1. The level of theory is the ωB97M-V functional and the def2-TZVPD basis.

Atoms and positions in Å:
1 C 1.23 2.12 1.09
2 C -1.12 -1.85 -1.00
3 C 0.69 -1.00 0.53
4 C 0.64 -0.36 -1.75
5 C -1.56 1.15 1.52
6 N 0.17 -1.21 -0.72
7 P 0.06 0.74 1.40
8 H 1.17 2.29 0.03
9 H 2.20 1.65 1.32
10 H -1.24 -1.85 -2.08
11 H -1.04 -2.90 -0.66
12 H -2.09 -1.32 -0.66
13 H 0.84 2.87 1.71
14 H 0.45 -1.73 1.37
15 H 1.73 -0.90 0.43
16 H 0.10 0.62 -1.69
17 H 1.73 -0.19 -1.71
18 H 0.43 -0.65 -2.76
19 H -2.39 0.49 1.60
20 H -1.99 2.04 2.05

The calculation puts the HOMO energy at -12.73 eV. The LUMO energy is -5.259 eV. As for the net charge: +1.

Least stable structure: entry b

Entry a
This record from OMol25 describes the molecule C4H4F2N2. The level of theory is the ωB97M-V functional and the def2-TZVPD basis.

Atoms and positions in Å:
1 C -1.28 1.19 -0.10
2 C -1.50 -0.14 -0.06
3 C -0.63 -1.22 0.41
4 C 2.23 0.13 -0.20
5 H -2.00 1.89 -0.44
6 H -1.13 -1.99 0.99
7 H 2.76 0.80 -0.88
8 H 2.58 0.03 0.84
9 N 0.62 -1.38 0.19
10 N 1.22 -0.50 -0.67
11 F -0.14 1.74 0.31
12 F -2.73 -0.57 -0.39

The calculation puts the HOMO energy at -9.60 eV. The LUMO energy is 0.228 eV.

Entry b
This record from OMol25 describes a cluster of 2 separate species, C4H4F2N2 in total. The level of theory is the ωB97M-V functional and the def2-TZVPD basis.

Atoms and positions in Å:
1 C 1.05 1.17 0.25
2 C 0.24 0.01 0.59
3 C -0.87 -0.59 0.48
4 C -1.67 -1.93 0.19
5 H 1.85 0.67 -1.61
6 H 2.57 1.93 -1.03
7 H -0.24 2.32 1.05
8 H -1.80 -2.64 1.00
9 N 2.32 0.98 -0.34
10 N 0.70 2.33 0.55
11 F -2.97 -1.57 -0.30
12 F -1.18 -2.67 -0.83

The calculation puts the HOMO energy at -10.47 eV. The LUMO energy is -0.309 eV.

Least stable structure: entry b

Entry a
This record from OMol25 describes the ion H4NO2SSi with charge -1. The level of theory is the ωB97M-V functional and the def2-TZVPD basis.

Atoms and positions in Å:
1 N -0.38 -1.00 1.15
2 O -1.95 1.65 -1.44
3 O 0.37 0.07 -1.21
4 Si 0.93 -0.22 0.30
5 S -0.44 1.64 -1.95
6 H -1.04 -0.31 1.46
7 H -0.79 -1.39 0.34
8 H 1.39 0.95 1.19
9 H 1.91 -1.40 0.16

The calculation puts the HOMO energy at -2.47 eV. The LUMO energy is 3.891 eV. As for the net charge: -1.

Entry b
This record from OMol25 describes the ion H4NO2SSi with charge -1. The level of theory is the ωB97M-V functional and the def2-TZVPD basis.

Atoms and positions in Å:
1 N -0.47 1.40 0.92
2 O -3.19 1.40 1.36
3 O -1.85 -0.52 1.26
4 Si -0.37 -0.37 0.42
5 S -1.89 0.94 1.84
6 H -0.78 2.25 0.34
7 H -0.79 0.01 -0.86
8 H 0.91 -0.36 1.18
9 H -0.09 -1.85 0.16

The calculation puts the HOMO energy at -3.88 eV. The LUMO energy is 3.920 eV. As for the net charge: -1.

Least stable structure: entry b